Entry 1:
Density functional theory data (the ωB97M-V functional and the def2-TZVPD basis) for 11 unconnected molecules or ions with the total composition C25H75N3O11.

Maximum force (eV Å⁻¹): 2.341
Structure (SMILES): COC[C@H](C)N.COC[C@H](C)N.COC[C@H](C)N.CCO.CCO.CCO.CCO.CCO.CO.CO.CO
Energy relative to the best compared isomer or geometry (same formula, charge and spin) (eV): 0.000
Molar mass (g mol⁻¹): 593.89

Structure (XYZ):
```
114
Properties=species:S:1:pos:R:3:forces:R:3
C 16.95922 -13.20298 4.90989 -1.232 1.074 -0.677
C 15.84969 -12.67074 3.94044 0.334 -1.752 1.041
O 16.37268 -12.05861 2.81216 0.266 1.093 -0.647
H 17.63476 -12.36706 5.09204 0.142 -0.118 0.144
H 17.50808 -14.03307 4.46556 -0.064 -0.088 0.142
H 16.44903 -13.46250 5.83753 0.325 -0.344 0.088
H 15.15669 -12.02620 4.48129 0.321 0.509 -0.179
H 15.23276 -13.50621 3.60375 -0.176 -0.364 0.188
H 16.96535 -12.68030 2.38274 0.008 -0.028 -0.086
C 11.03567 -12.98297 6.61456 0.515 0.304 -0.881
C 12.52472 -12.56268 6.89394 -1.466 -1.788 0.092
O 13.14788 -13.59050 7.66619 0.196 0.798 0.825
H 10.48375 -13.44582 7.43246 0.503 0.163 0.403
H 11.03349 -13.70992 5.80141 0.042 -0.182 -0.008
H 10.42050 -12.15906 6.25078 0.109 0.258 0.035
H 12.52907 -11.61409 7.42969 0.439 -0.173 0.111
H 13.07952 -12.52375 5.95594 -0.199 0.597 -0.209
H 13.18820 -14.39928 7.14956 -0.148 0.020 -0.509
C 13.49448 -18.86838 1.38104 1.389 -0.060 -0.502
C 14.07059 -18.45462 0.02538 0.556 -0.849 0.150
O 13.18332 -17.57159 -0.57867 -0.898 0.364 -0.883
H 13.73480 -18.09055 2.10614 -0.435 0.043 0.140
H 14.00513 -19.77676 1.70219 -0.215 -0.143 0.195
H 12.42447 -19.03018 1.25326 0.019 -0.023 0.287
H 14.19932 -19.30817 -0.64240 -0.021 -0.412 0.142
H 15.05766 -17.99196 0.01113 -0.019 0.123 0.671
H 12.55725 -18.14813 -1.02359 -0.430 0.484 -0.168
C 12.00564 -10.41461 3.62585 -0.301 0.283 1.084
C 12.15392 -11.74915 2.92408 0.079 1.661 0.633
O 12.19173 -11.42516 1.58225 0.008 -0.611 -2.260
H 11.11051 -9.85347 3.35668 -0.345 -0.477 -0.018
H 12.79326 -9.71723 3.33799 0.458 -0.284 0.115
H 12.02752 -10.55757 4.70691 0.010 0.276 0.146
H 11.28745 -12.39138 3.07931 0.279 -0.230 0.171
H 13.11504 -12.15947 3.23709 -0.196 -0.716 0.221
H 12.98337 -10.90658 1.41933 0.034 0.049 -0.079
C 14.76569 -19.69554 7.72212 -0.137 0.908 0.329
C 14.41752 -18.18925 7.43357 1.048 -1.972 -0.310
O 14.48636 -18.02200 6.02616 -1.031 0.621 -0.149
H 14.76461 -19.91103 8.79083 -0.170 -0.040 0.030
H 15.78336 -19.88280 7.37838 0.090 0.151 -0.039
H 14.13568 -20.41168 7.19483 -0.300 0.246 0.070
H 15.19728 -17.58969 7.90458 -0.193 0.251 0.251
H 13.42700 -17.87236 7.75877 0.044 -0.147 0.079
H 15.34325 -18.32435 5.70808 0.681 -0.042 -0.064
C 14.46108 -14.33384 0.82266 0.525 0.508 0.273
C 14.22553 -14.03812 -0.65289 0.098 -1.832 0.733
C 14.85535 -12.73610 -1.12487 -0.918 -0.513 -0.082
O 14.19127 -12.33160 -2.32625 0.232 -0.737 0.190
C 14.58697 -11.06572 -2.76376 0.295 0.333 0.520
N 14.72549 -15.28865 -1.30494 0.206 1.524 -0.544
H 14.05858 -15.31146 1.08946 -0.467 0.104 0.003
H 14.06192 -13.54619 1.46215 -0.085 -0.126 0.128
H 15.52788 -14.44967 1.02001 0.238 0.255 -0.023
H 13.13994 -14.00496 -0.75690 -0.144 0.567 -0.294
H 15.93445 -12.84691 -1.24157 0.160 -0.064 -0.329
H 14.69483 -12.00720 -0.32855 -0.106 0.362 0.021
H 14.12943 -10.80511 -3.71756 -0.034 -0.315 0.040
H 15.67448 -11.01604 -2.83746 0.186 0.097 -0.255
H 14.28530 -10.32729 -2.01881 -0.062 0.331 0.032
H 14.41186 -15.23910 -2.26504 0.127 -0.280 -0.303
H 14.23131 -16.06665 -0.88943 -0.103 0.126 -0.219
C 6.85581 -17.34368 2.51171 -0.071 1.855 -1.274
C 8.08686 -18.14165 2.78904 0.649 -1.225 1.082
C 9.46524 -17.38617 2.62934 -1.444 -0.653 -0.542
O 9.60729 -16.96114 1.28969 -0.510 0.287 -0.382
C 10.77885 -16.24440 1.00303 0.221 -0.047 -0.234
N 7.96346 -18.64297 4.19042 0.262 0.455 -0.835
H 6.95933 -16.31872 2.87208 -0.179 -0.031 0.887
H 5.91177 -17.79022 2.82105 0.326 -0.133 0.294
H 6.75693 -17.08257 1.45682 0.070 -0.568 -0.367
H 8.01200 -19.03949 2.17430 0.557 0.027 -0.331
H 10.31855 -18.02464 2.86422 -0.065 -0.368 0.273
H 9.42755 -16.58950 3.37443 0.170 0.532 -0.150
H 10.74183 -15.21499 1.36252 0.167 0.004 0.578
H 10.93932 -16.13485 -0.06985 -0.500 -0.292 -0.163
H 11.64729 -16.81594 1.33237 0.206 0.364 0.439
H 8.02818 -17.80090 4.74952 -0.299 -0.255 0.328
H 8.77854 -19.20493 4.39678 0.134 -0.214 0.085
C 16.66891 -17.07685 3.22840 0.135 -0.400 0.284
C 16.65882 -18.59451 3.47051 -0.774 -0.366 -0.585
C 17.51269 -19.37145 2.45444 0.263 0.686 0.656
O 17.03025 -19.20099 1.13927 0.169 -0.257 0.221
C 17.63877 -20.10540 0.22573 -0.412 -0.294 0.115
N 17.02843 -18.89270 4.88762 0.587 0.276 -1.259
H 16.27597 -16.54215 4.09342 -0.218 -0.104 0.015
H 16.08839 -16.80689 2.34645 0.081 -0.052 -0.027
H 17.69055 -16.71732 3.09917 0.141 -0.037 -0.155
H 15.66402 -18.99643 3.27349 -0.352 0.262 0.395
H 17.53362 -20.41971 2.75745 -0.187 -0.322 -0.167
H 18.53484 -19.00628 2.57541 0.437 0.070 -0.336
H 16.98489 -20.23716 -0.63618 0.005 0.373 -0.029
H 17.70923 -21.09411 0.68136 0.181 -0.124 0.111
H 18.62910 -19.79248 -0.10621 0.046 0.181 0.088
H 17.17726 -19.88592 5.01152 -0.489 -0.458 -0.079
H 17.99228 -18.58284 4.89345 0.309 0.551 0.733
C 13.07527 -15.84429 4.16802 0.154 0.840 -0.601
O 13.04287 -15.67377 5.56086 -0.004 -0.041 0.399
H 12.66608 -16.80582 3.85756 -0.336 0.160 -0.095
H 12.56819 -14.97453 3.74940 -0.551 -0.349 -0.208
H 14.07052 -15.75093 3.72981 0.408 -0.235 0.262
H 13.48241 -16.45483 5.91278 0.353 -0.273 0.122
C 9.56418 -16.87471 6.40758 0.400 -0.228 0.528
O 8.41632 -16.32125 5.78720 0.216 0.292 0.141
H 10.45966 -16.27223 6.25052 0.022 0.186 0.011
H 9.37290 -16.98825 7.47521 0.200 0.004 0.140
H 9.78413 -17.87264 6.02878 -0.335 0.058 -0.249
H 8.14075 -15.60984 6.37032 -0.259 0.130 -0.203
C 11.95850 -19.54042 4.61825 -0.431 -0.631 0.048
O 10.80027 -20.38007 4.40058 0.363 0.638 0.382
H 11.76319 -18.80653 5.39976 -0.413 -0.034 -0.144
H 12.78041 -20.14052 5.00945 0.245 0.026 -0.314
H 12.20740 -19.01972 3.69371 0.292 -0.017 0.136
H 11.03480 -21.02925 3.73314 -0.009 -0.018 -0.028
```
Positions in Å, forces in eV/Å.

---

Entry 2:
Density functional theory data (the ωB97M-V functional and the def2-TZVPD basis) for a molecular structure, C32H24FMnN10O6SSe.

Maximum force (eV Å⁻¹): 1.074
Expectation value of S²: 3.789
Total charge: +3
Molar mass (g mol⁻¹): 829.57
E (eV): -170957.6003
2S+1: 4

Structure (XYZ):
```
76
Properties=species:S:1:pos:R:3:forces:R:3
Mn -0.28832 -1.04064 0.64573 -0.808 0.095 0.700
O 4.52805 3.46822 5.40765 0.157 0.064 0.039
C 3.88639 3.46438 4.23875 -0.188 -0.212 -0.112
O 3.99454 4.34846 3.44296 -0.009 0.086 0.055
C 3.00535 2.27382 3.92707 0.104 0.072 0.019
C 3.44221 0.96411 4.07170 -0.039 0.028 0.052
C 2.65119 -0.08431 3.62036 -0.041 -0.057 -0.008
C 1.41434 0.18528 3.04042 -0.063 0.302 0.111
C 0.96559 1.49644 2.91591 -0.109 -0.022 -0.017
C 1.76346 2.53320 3.35531 0.010 0.044 -0.035
N 0.62653 -0.88001 2.50856 0.047 -0.193 -0.198
C 0.49981 -1.94731 3.19865 0.265 -0.070 -0.027
C -0.01451 -3.14270 2.54022 0.001 -0.093 -0.055
C -0.20271 -4.34173 3.19346 0.057 0.046 0.094
C -0.61917 -5.44449 2.45798 -0.036 -0.075 -0.088
C -0.81131 -5.30442 1.09424 0.015 -0.124 0.103
C -0.61044 -4.06650 0.50778 0.070 0.105 -0.104
N -0.22574 -3.00038 1.21030 0.031 0.070 -0.025
H 4.27138 2.73598 5.98096 -0.034 -0.019 -0.002
H 4.41618 0.75170 4.49613 -0.008 -0.002 -0.010
H 3.02268 -1.10164 3.68134 -0.023 0.023 -0.009
H -0.00458 1.68790 2.47554 0.080 -0.004 0.013
H 1.44970 3.56277 3.24114 -0.002 -0.020 0.005
H 0.84769 -2.00901 4.22678 -0.010 0.014 0.017
H -0.02111 -4.41332 4.25831 -0.002 0.007 -0.030
H -0.77840 -6.39861 2.94300 0.005 0.011 -0.009
H -1.10828 -6.14243 0.47925 -0.004 0.008 0.013
H -0.74670 -3.92964 -0.55614 -0.033 0.015 0.032
Se 1.86730 -1.17893 -6.56459 0.027 0.000 -0.101
N 2.71622 -0.86662 -5.04126 0.122 0.031 -0.117
C 1.84775 -1.00091 -4.07825 -0.292 -0.078 -0.091
C 2.17893 -0.83951 -2.67366 -0.092 -0.036 0.238
C 3.45390 -0.52636 -2.19854 0.027 0.015 0.007
C 3.64862 -0.42517 -0.83768 0.151 0.041 -0.111
C 2.58356 -0.63352 0.02300 -0.170 -0.057 0.110
N 1.35854 -0.92475 -0.41437 0.400 -0.115 -0.155
C 1.15889 -1.02095 -1.74775 0.121 -0.107 0.032
C -0.19284 -1.34816 -2.15463 -0.144 -0.090 -0.055
N -1.08541 -1.48949 -1.14898 0.055 0.110 -0.194
C -2.34409 -1.81317 -1.44810 0.069 0.048 0.103
C -2.76000 -2.02102 -2.75521 -0.039 -0.040 -0.070
C -1.85597 -1.87889 -3.78733 -0.014 -0.017 -0.040
C -0.53784 -1.52845 -3.49160 -0.077 -0.013 0.266
C 0.50468 -1.34263 -4.48297 0.311 0.072 0.048
N 0.31074 -1.47369 -5.76690 -0.043 -0.003 -0.145
H 4.26475 -0.37445 -2.90010 -0.017 -0.010 0.004
H 4.61978 -0.18688 -0.42698 -0.012 -0.009 -0.009
H 2.71948 -0.56047 1.09042 0.001 0.025 0.015
H -3.01282 -1.91538 -0.60427 -0.007 -0.009 -0.024
H -3.78659 -2.29800 -2.94940 0.005 0.007 0.005
H -2.14852 -2.03646 -4.81815 0.020 0.002 0.011
F -0.27908 6.27631 -3.48240 0.012 0.043 0.028
C -0.67231 5.05867 -3.42105 0.103 0.230 -0.345
C -0.99214 4.49589 -2.19542 -0.047 -0.143 0.354
N -1.40833 3.24596 -2.12530 0.098 0.232 0.211
C -1.62906 2.58497 -0.83509 0.030 0.001 0.099
C -0.46963 1.60585 -0.56288 0.427 0.132 0.211
O 0.56286 1.73958 -1.18035 -0.209 -0.107 -0.137
O -0.71496 0.77728 0.40818 -0.309 0.127 -0.266
C -1.52639 2.40036 -3.28712 -0.061 -0.132 -0.241
O -1.90229 1.27535 -3.14826 -0.028 -0.156 0.072
N -1.20117 2.98375 -4.47528 0.038 0.092 0.108
C -0.75391 4.29299 -4.68478 -0.055 -0.195 -0.163
O -0.47381 4.73102 -5.75563 0.036 0.096 0.053
H -0.89635 5.07393 -1.28343 0.002 0.000 -0.008
H -2.59203 2.08300 -0.83299 0.001 -0.041 -0.085
H -1.61946 3.35782 -0.06896 -0.068 -0.019 0.068
H -1.28892 2.40210 -5.30232 -0.032 -0.016 -0.006
N -3.63050 0.72545 3.01443 -0.085 0.024 0.008
C -3.79750 -0.33351 2.23358 0.380 0.057 -0.204
N -4.97347 -0.54459 1.65778 -0.058 0.041 0.153
S -2.51210 -1.46818 1.98999 -0.044 -0.117 -0.111
H -4.40659 1.30082 3.30817 0.000 0.032 -0.021
H -2.77121 0.81010 3.52898 0.043 -0.002 0.005
H -5.79103 -0.00328 1.90071 -0.017 -0.015 0.005
H -5.12345 -1.41287 1.17336 0.008 -0.030 -0.039
```
Positions in Å, forces in eV/Å.

---

Entry 3:
Density functional theory data (the ωB97M-V functional and the def2-TZVPD basis) for a single C4H7N3 molecule.

Maximum force (eV Å⁻¹): 4.791
Energy relative to the best compared isomer or geometry (same formula, charge and spin) (eV): 5.773
Molar mass (g mol⁻¹): 97.12

Structure (XYZ):
```
14
Properties=species:S:1:pos:R:3:forces:R:3
C 0.16218 1.63175 -0.10494 -0.054 -0.305 0.038
N 0.24512 -1.68909 0.30558 3.019 -1.354 -0.439
N 1.49719 -1.26523 0.56663 -0.124 0.004 0.080
C -0.47912 -0.91938 -0.59465 -3.136 1.548 3.276
C -0.45382 0.50497 -0.86929 0.979 0.794 -1.581
C -1.41642 -0.57811 0.70541 -1.606 -0.853 -1.241
N -2.23491 -0.38074 1.50561 0.724 0.137 -0.224
H 1.86360 -0.36614 0.25574 -0.095 -0.648 -0.047
H 2.09570 -2.00993 0.89588 0.022 0.529 0.100
H -1.04739 -1.55315 -1.27655 0.035 0.232 -0.078
H -1.14213 0.80313 -1.65104 0.001 -0.114 -0.010
H 0.77507 2.24173 -0.77131 0.127 0.024 0.070
H 0.75408 1.28820 0.74097 0.048 0.138 0.055
H -0.61914 2.29198 0.29195 0.059 -0.131 0.004
```
Positions in Å, forces in eV/Å.